## i
The following is a quantum chemistry calculation of a cluster of 2 separate species, C3H3FO in total, from the OMol25 dataset.

## Properties
Spin multiplicity: 1
Orbital gap, Ha: 0.3300

```
8
Properties=species:S:1:pos:R:3:nbo_charge:R:1
F -1.492 -0.679 -0.661 -0.3580
O -0.845 0.060 3.086 -0.4896
C 0.612 0.096 -0.938 -0.8478
C -0.215 -0.909 -0.331 0.4239
C -0.524 0.353 2.039 0.5011
H 0.274 0.265 -1.978 0.2500
H 1.721 -0.216 -0.780 0.2428
H 0.470 1.031 -0.437 0.2775
```

## ii
The following is a quantum chemistry calculation of an isolated molecule of C3H3FO, from the OMol25 dataset.

## Properties
SMILES: C=C(F)C=O
Spin multiplicity: 1
Orbital gap, Ha: 0.3880

```
8
Properties=species:S:1:pos:R:3:nbo_charge:R:1
F 1.814 -1.707 0.037 -0.3242
O 3.084 0.805 -0.229 -0.4600
C 0.911 -0.757 0.010 0.3272
C -0.375 -0.861 -0.044 -0.5453
C 2.018 0.720 0.260 0.4426
H -0.863 0.075 -0.123 0.2178
H 1.631 1.270 1.010 0.1167
H -0.957 -1.744 -0.133 0.2252
```

Quick ranking, most stable first: ii, i.

## i
The following is a quantum chemistry calculation of a structure of composition C4H8N2OS, from the OMol25 dataset.

## Properties
Spin multiplicity: 1
Orbital gap (spin up / spin down), Ha: 0.2322 / 0.3161

```
16
Properties=species:S:1:pos:R:3:nbo_charge:R:1
S 1.440 0.186 -1.014 1.1961
O 2.590 0.362 1.225 -0.5267
N 0.396 1.322 -0.949 -0.7424
N 0.821 -1.305 -0.455 -0.7937
C -0.586 -1.387 -0.561 -0.2757
C -1.423 -0.526 0.448 -0.2089
C -1.033 0.683 0.924 -0.1957
C 0.025 1.569 0.381 -0.3350
H -2.410 -0.956 0.756 0.2129
H -0.751 -1.024 -1.491 0.2024
H 1.236 -1.480 0.456 0.4228
H -0.783 -2.465 -0.443 0.2157
H 1.618 -0.219 -2.341 0.1142
H 1.001 1.498 1.101 0.2775
H -0.415 2.673 0.369 0.2241
H -1.726 1.068 1.595 0.2122
```

## ii
The following is a quantum chemistry calculation of an isolated molecule of C4H8N2OS, from the OMol25 dataset.

## Properties
SMILES: C=CC/C(=N/O)NS
Spin multiplicity: 1
Orbital gap, Ha: 0.3364

```
16
Properties=species:S:1:pos:R:3:nbo_charge:R:1
S 1.292 -1.766 0.113 0.1320
O 1.947 1.991 -0.152 -0.4948
N 0.838 -0.353 -0.889 -0.7824
N 0.794 1.645 0.370 -0.0964
C -3.215 0.363 -0.389 -0.3918
C -1.084 0.258 0.769 -0.5150
C 0.232 0.484 0.112 0.2406
C -2.208 -0.385 -0.039 -0.2339
H -0.993 -0.345 1.763 0.2339
H -3.303 1.512 -0.418 0.2266
H -2.439 -1.652 -0.064 0.2191
H 0.072 -2.115 1.135 0.1188
H -4.095 -0.363 -0.733 0.2079
H -0.069 -0.643 -1.658 0.4062
H -1.379 1.409 1.019 0.2699
H 2.181 1.154 -0.721 0.4592
```

Quick ranking, most stable first: ii, i.

## i
The following is a quantum chemistry calculation of a structure of composition C4H8N2OS, from the OMol25 dataset.

## Properties
Spin multiplicity: 1
Orbital gap, Ha: 0.3282

```
16
Properties=species:S:1:pos:R:3:nbo_charge:R:1
S -1.923 -1.927 -0.115 -0.2349
O -0.134 1.276 -0.675 -0.5701
N 0.613 -1.062 -0.106 -0.6209
N -1.078 0.496 0.208 -0.1874
C -2.418 1.073 0.138 -0.4344
C 1.737 -0.373 0.460 -0.0434
C 2.968 -0.620 -0.097 -0.3912
C -0.703 -0.790 -0.040 0.2790
H -3.021 0.579 0.939 0.2410
H -2.275 2.240 0.108 0.2319
H 0.364 1.648 0.020 0.4656
H 0.713 -2.045 -0.225 0.4227
H 3.878 -0.200 0.122 0.2113
H 2.593 -1.215 -1.344 0.2031
H -2.697 0.639 -0.777 0.2155
H 1.383 0.281 1.383 0.2121
```

## ii
The following is a quantum chemistry calculation of an isolated molecule of C4H8N2OS, from the OMol25 dataset.

## Properties
SMILES: SCC1=NCCON1
Spin multiplicity: 1
Orbital gap, Ha: 0.3595

```
16
Properties=species:S:1:pos:R:3:nbo_charge:R:1
S -1.889 -0.419 -1.798 -0.0200
O 2.071 0.409 0.024 -0.3690
N -0.254 -0.023 1.524 -0.4749
N 1.036 -0.342 -0.491 -0.3386
C -1.204 -1.224 -0.337 -0.5831
C 0.853 0.785 2.026 -0.2729
C -0.105 -0.447 0.312 0.3755
C 1.635 1.454 0.880 -0.0979
H 0.962 2.142 0.319 0.1708
H -0.875 -2.206 -0.651 0.2424
H 0.839 -0.166 -1.483 0.3829
H -2.333 0.665 -1.183 0.1250
H -1.965 -1.458 0.472 0.2556
H 0.424 1.526 2.713 0.1996
H 2.539 1.878 1.248 0.2046
H 1.525 0.209 2.621 0.2001
```

Quick ranking, most stable first: ii, i.

## i
The following is a quantum chemistry calculation of an isolated molecule of C4H8N2OS, from the OMol25 dataset.

## Properties
SMILES: O[C@H]1CNN=CSC1
Spin multiplicity: 1
Orbital gap, Ha: 0.3240

```
16
Properties=species:S:1:pos:R:3:nbo_charge:R:1
S -0.814 1.216 1.092 0.0733
O -2.019 -0.725 -0.884 -0.6898
N 1.984 0.899 0.283 -0.2058
N 1.533 -0.018 -0.576 -0.4509
C -0.870 -0.937 -0.351 0.0713
C -0.735 -0.615 1.103 -0.5610
C 0.198 -0.077 -1.110 -0.2875
C 1.114 1.500 1.026 -0.1052
H 1.525 2.257 1.644 0.2041
H 2.154 -0.216 -1.332 0.3772
H 0.430 -0.809 1.446 0.2608
H 0.282 -0.419 -2.151 0.2109
H -0.356 0.892 -1.189 0.2046
H -0.448 -1.980 -0.526 0.1674
H -1.472 -1.001 1.916 0.2523
H -2.504 0.032 -0.392 0.4782
```

## ii
The following is a quantum chemistry calculation of a cluster of 2 separate species, C4H8N2OS in total, from the OMol25 dataset.

## Properties
SMILES: NS/C=C\O.CC#N
Spin multiplicity: 1
Orbital gap, Ha: 0.2990

```
16
Properties=species:S:1:pos:R:3:nbo_charge:R:1
S -1.739 0.668 1.156 0.3820
O -2.530 -2.193 2.536 -0.6838
N 2.121 0.794 0.155 -0.3278
N -0.972 0.995 -0.369 -1.0131
C 2.146 0.914 -0.972 0.2804
C -0.846 -0.780 1.572 -0.5296
C -1.298 -1.907 2.132 0.1539
C 2.089 0.864 -2.408 -0.7500
H -3.261 -1.582 2.271 0.4874
H -1.731 1.480 -0.826 0.3725
H -0.012 1.396 -0.508 0.3905
H 2.892 0.139 -2.735 0.2714
H 1.051 0.849 -2.889 0.2770
H 0.281 -0.703 1.318 0.2495
H 2.511 1.806 -2.806 0.2562
H -0.702 -2.739 2.372 0.1835
```

Quick ranking, most stable first: ii, i.